Here is a 2-piece molecular cluster, C5H14NO overall at a distorted geometry from OMol25. Energies are from ωB97M-V/def2-TZVPD.

Values from the calculation:
**<S²>**: 0.76
**Spin multiplicity**: 2
**Total charge**: +2
**Energy above the lowest of the compared OMol25 structures with the same formula, charge and spin**: 1.2407 eV
**LUMO energy (spin up / spin down)**: -9.33 / -12.95 eV

Element x y z (Å)
C1 0.28856 -0.43364 2.28494
C2 -0.45924 0.14978 1.01183
C3 -0.37537 1.66879 1.07205
N1 0.39332 -1.90981 2.18146
H1 1.31983 -0.07000 2.29252
H2 -0.18366 -0.16547 3.21675
H3 -1.50497 -0.14285 0.93987
H4 0.23489 -0.21834 0.23642
H5 -0.98220 1.97630 1.93891
H6 0.66083 1.96582 1.04346
H7 -0.88477 2.06077 0.09272
H8 -0.46784 -2.47476 2.30687
H9 0.75517 -2.19616 1.26639
H10 1.05393 -2.27625 2.89008
O1 0.68182 1.08520 -1.68175
C4 -0.27198 0.49744 -2.11736
C5 -0.22864 -0.56973 -3.22889
H11 -1.28175 0.73543 -1.76859
H12 -1.23820 -1.06782 -3.33224
H13 0.52933 -1.30759 -2.94844
H14 0.06158 -0.00783 -4.12640